Below is the molecule C9H11N3 at a distorted geometry, with properties calculated with the ωB97M-V functional and the def2-TZVPD basis.

The geometry in ORCA input format:
```
! wB97M-V def2-TZVPD RIJCOSX def2/J DEFGRID3
* xyz 0 1
N -1.50705 2.03176 -0.53513
C -1.82835 0.74248 -0.19789
N -3.06127 0.43272 -0.18192
C -2.97901 -0.98324 0.30460
C -1.46723 -1.31140 0.47253
N -0.75428 0.00030 0.20834
C 0.50861 0.16896 0.03203
C 1.26963 -0.91798 -0.63004
C 2.68946 -1.05353 -0.55796
C 3.36407 0.01830 0.03772
C 2.69466 1.11442 0.48072
C 1.29433 1.16032 0.56801
H -1.11132 2.25956 -1.40471
H -2.27862 2.61121 -0.71108
H -3.55257 -1.64072 -0.35552
H -3.45410 -0.90908 1.25312
H -1.26163 -1.99616 -0.36336
H -1.12948 -1.73815 1.39280
H 0.71639 -1.68214 -1.12674
H 3.15655 -1.92620 -0.90352
H 4.40394 -0.10920 0.08238
H 3.31618 1.92180 0.85128
H 0.97110 1.80598 1.28433
*
```

Calculated values
* F_max: 8.769 eV/Å
* energy: -13979.75823 eV
* ΔE to the lowest compared entry with this formula, charge and spin: 58.58 kcal per mole
* Kohn-Sham gap: 8.915 eV
* E_HOMO: -8.027 eV

---

Below is the molecule C9H11N3O at a distorted geometry, with properties calculated with the ωB97M-V functional and the def2-TZVPD basis.

The geometry in ORCA input format:
```
! wB97M-V def2-TZVPD RIJCOSX def2/J DEFGRID3
* xyz 0 1
O 2.08966 2.39545 1.97087
N 1.18468 2.25980 1.18256
N 1.23498 0.99877 0.48811
C 2.46296 0.14327 0.59824
C 2.28285 -0.72376 -0.66890
C 1.43183 0.03434 -1.68948
C 0.40947 0.65044 -0.68836
C -1.01511 -0.11994 -0.39784
C -1.93543 -0.41379 -1.48053
C -2.94082 -1.13009 -1.09011
C -3.02387 -1.91602 0.10306
N -2.19532 -1.65817 1.02673
C -1.26000 -0.72287 0.83744
H 2.45643 -0.29167 1.69645
H 3.34609 0.75447 0.18655
H 3.23668 -0.92043 -0.88309
H 1.75508 -1.63788 -0.37376
H 0.93675 -0.91802 -2.20922
H 1.75081 0.85381 -2.57015
H 0.02850 1.63856 -1.10359
H -2.13341 -0.04485 -2.54383
H -3.77202 -1.54986 -1.91507
H -3.63536 -2.72887 0.24322
H -0.72850 -0.33112 1.68257
*
```

Calculated values
* F_max: 9.318 eV/Å
* energy: -16023.35808 eV
* ΔE to the lowest compared entry with this formula, charge and spin: 128.14 kcal per mole
* Kohn-Sham gap: 9.935 eV
* E_HOMO: -9.303 eV

---

Below is the molecule C9H11N3O2 at a distorted geometry, with properties calculated with the ωB97M-V functional and the def2-TZVPD basis.

The geometry in ORCA input format:
```
! wB97M-V def2-TZVPD RIJCOSX def2/J DEFGRID3
* xyz 0 1
C 3.58789 0.32417 -1.15890
N 2.63120 -0.30912 -0.21906
C 1.51349 0.48237 0.03203
O 1.28720 1.54928 -0.56543
C 0.78496 0.10605 1.26302
C 1.24739 -1.05456 1.90552
N 1.37170 -2.05242 2.51907
C -0.02372 0.96153 1.98927
C -0.68120 2.08174 1.40759
C -1.39104 1.98814 0.23000
N -1.75407 0.80992 -0.26669
C -1.29608 -0.36073 -0.36382
O -2.06373 -1.46942 -0.43356
C -3.44292 -1.28811 -0.11947
H 3.23506 0.39534 -2.17222
H 3.72358 1.33738 -0.80050
H 4.36466 -0.42768 -1.15713
H 2.83991 -1.01506 0.35306
H 0.11638 0.91759 3.10022
H -0.73142 3.03377 2.00135
H -1.68904 2.74453 -0.35062
H -0.28829 -0.52990 -0.38060
H -4.09631 -0.93472 -0.92404
H -3.67502 -0.59110 0.73426
H -3.71048 -2.33324 0.01998
*
```

Calculated values
* F_max: 7.113 eV/Å
* energy: -18073.15372 eV
* ΔE to the lowest compared entry with this formula, charge and spin: 59.58 kcal per mole
* Kohn-Sham gap (spin up / spin down): 7.842 / 7.842 eV
* E_HOMO (spin up / spin down): -8.318 / -8.318 eV

---

Below is the ion C9H11N3O3 with charge -2 at a distorted geometry, with properties calculated with the ωB97M-V functional and the def2-TZVPD basis.

The geometry in ORCA input format:
```
! wB97M-V def2-TZVPD RIJCOSX def2/J DEFGRID3
* xyz -2 1
C -1.34472 2.52393 2.02692
C -2.02683 1.33403 1.78965
C -1.30225 0.35087 1.00510
C -0.14956 0.55976 0.28046
C 0.05894 2.71452 1.48850
C 0.35372 2.04219 0.14993
C -0.21758 -1.62938 -0.27346
C -0.63738 -1.60733 -1.72415
C 0.69155 -2.84045 -0.10482
N -3.27547 1.01778 2.21909
N -1.28373 -1.67265 0.81324
N 0.62178 -0.43158 -0.13851
O -2.37232 -2.20289 0.25875
O 1.63240 -0.27108 -0.88310
O -3.76234 1.79633 3.14568
H -1.78097 3.35891 2.45877
H 0.45989 3.75374 1.55499
H 0.76453 2.16326 2.19596
H 1.43296 2.08203 -0.13706
H -0.19309 2.52107 -0.63831
H 0.18965 -1.94616 -2.24021
H -0.81895 -0.60127 -2.02025
H -1.45432 -2.21463 -1.99680
H 0.61113 -3.33921 0.78253
H 1.65895 -2.35370 -0.16902
H 0.56957 -3.53422 -1.01781
*
```

Calculated values
* F_max: 5.185 eV/Å
* energy: -20113.54161 eV
* ΔE to the lowest compared entry with this formula, charge and spin: 6.89 kcal per mole
* Kohn-Sham gap (spin up / spin down): 4.901 / 5.117 eV
* E_HOMO (spin up / spin down): 1.072 / 0.855 eV

---

Below is a structure of composition C9H11N3S at a distorted geometry, with properties calculated with the ωB97M-V functional and the def2-TZVPD basis.

The geometry in ORCA input format:
```
! wB97M-V def2-TZVPD RIJCOSX def2/J DEFGRID3
* xyz 0 1
C -0.23523 2.10352 0.11813
C 1.10868 1.75993 0.15796
C -1.82747 -1.79781 -0.41128
C 0.34563 -0.51818 -0.13113
C -1.00104 -0.08136 -0.08493
C 1.41543 0.33924 0.04675
C -0.70891 -2.60043 -0.37273
C 2.31047 2.66266 0.28901
C -3.30405 -1.71893 -0.43887
N 0.44884 -1.88412 -0.13403
N -1.25427 1.21293 -0.06158
N 2.71059 -0.11952 0.23167
S -0.59998 -4.25559 -0.39030
H -0.70006 3.05566 0.13511
H 2.83126 2.59897 1.15869
H 2.86475 2.40152 -0.50883
H 1.89727 3.64949 0.30773
H -3.75373 -1.06981 0.25314
H -3.77972 -1.41181 -1.34444
H -3.63167 -2.68648 -0.33004
H 1.15000 -2.54034 0.07130
H -2.21357 1.36785 0.20015
H 3.17955 0.60683 0.71664
H 2.74725 -1.07422 0.52187
*
```

Calculated values
* F_max: 6.143 eV/Å
* energy: -24813.47829 eV
* ΔE to the lowest compared entry with this formula, charge and spin: 59.45 kcal per mole
* Kohn-Sham gap: 6.488 eV
* E_HOMO: -6.398 eV

---

Below is the molecule C9H11NO2 at a distorted geometry, with properties calculated with the ωB97M-V functional and the def2-TZVPD basis.

The geometry in ORCA input format:
```
! wB97M-V def2-TZVPD RIJCOSX def2/J DEFGRID3
* xyz 0 1
C -0.71304 -0.68938 0.99697
C -1.79266 2.52205 -1.86348
C -1.97969 1.55927 -0.98186
C 0.39427 -3.14601 0.62578
C 2.10065 -1.10527 1.26032
C 0.92702 0.39908 -0.45010
C 1.75790 -0.91442 -0.22901
C 1.00142 -1.84202 0.57336
C -1.08637 1.56954 0.25987
N -0.25717 0.42018 0.41602
O -1.65087 -0.93790 1.69594
O 0.01650 -3.70607 -0.37795
H -2.46473 2.63648 -2.71191
H -0.98353 3.23483 -1.79730
H -2.80592 1.01132 -0.94465
H 0.20831 -3.60497 1.61218
H 2.92042 -1.64990 1.50379
H 2.01886 -0.44174 2.08191
H 1.61733 1.28352 -0.39956
H 0.70460 0.39347 -1.45929
H 2.30384 -1.09076 -1.12660
H -1.81961 1.50278 1.10007
H -0.41753 2.59593 0.21552
*
```

Calculated values
* F_max: 5.346 eV/Å
* energy: -15091.81997 eV
* ΔE to the lowest compared entry with this formula, charge and spin: 123.71 kcal per mole
* Kohn-Sham gap: 9.404 eV
* E_HOMO: -8.776 eV